[1]
{
  "formula": "C32H29FeN4PSTe",
  "method": "wB97M-V/def2-TZVPD",
  "elements": ["Fe", "C", "C", "N", "N", "C", "N", "S", "C", "C", "C", "C", "C", "N", "H", "H", "H", "H", "H", "H", "H", "H", "H", "H", "C", "C", "C", "C", "C", "C", "P", "C", "C", "C", "C", "C", "C", "C", "C", "C", "C", "C", "C", "H", "H", "H", "H", "H", "H", "H", "H", "H", "H", "H", "H", "H", "H", "Te", "C", "C", "C", "C", "C", "C", "H", "H", "H", "H", "H"],
  "positions_angstrom": [[0.4088, -1.1058, 0.2061], [-1.7402, -0.3647, 4.0122], [-1.2737, -0.3781, 2.5920], [-0.1683, -1.0342, 2.2203], [0.4893, -1.7501, 3.1856], [1.7415, -2.1597, 2.9825], [2.2986, -2.9098, 3.9772], [2.5702, -1.8302, 1.5612], [-1.9744, 0.2462, 1.5302], [-3.1160, 1.0743, 1.6886], [-3.7031, 1.6406, 0.5928], [-3.1863, 1.3771, -0.6903], [-2.0964, 0.5440, -0.7763], [-1.4939, -0.0052, 0.2813], [-2.1828, -1.3245, 4.3052], [-2.5008, 0.3912, 4.1791], [-0.9195, -0.1469, 4.7020], [-0.0158, -2.0342, 4.0114], [2.0140, -2.7437, 4.9299], [3.2751, -3.1136, 3.8509], [-3.5231, 1.2631, 2.6711], [-4.5652, 2.2838, 0.7154], [-3.6226, 1.7983, -1.5841], [-1.6834, 0.2729, -1.7421], [5.3328, 3.3238, 0.0236], [4.6912, 3.5815, -1.1804], [3.4993, 2.9426, -1.4820], [2.9380, 2.0385, -0.5807], [3.5800, 1.7965, 0.6303], [4.7767, 2.4317, 0.9270], [1.4121, 1.1079, -0.9345], [0.5064, 2.1911, -2.0875], [0.1617, 3.4776, -1.6698], [-0.6199, 4.2935, -2.4692], [-1.0809, 3.8305, -3.6952], [-0.7482, 2.5533, -4.1168], [0.0422, 1.7364, -3.3189], [1.9888, -0.2858, -1.9537], [2.8692, -0.2054, -3.0336], [3.3445, -1.3716, -3.6041], [2.9513, -2.6024, -3.0804], [2.0634, -2.6711, -2.0205], [1.5448, -1.5099, -1.4491], [6.2643, 3.8235, 0.2572], [5.1196, 4.2811, -1.8870], [2.9973, 3.1537, -2.4183], [3.1470, 1.0972, 1.3365], [5.2720, 2.2314, 1.8685], [0.5063, 3.8450, -0.7094], [-0.8759, 5.2901, -2.1326], [-1.6981, 4.4652, -4.3182], [-1.1012, 2.1852, -5.0718], [0.2947, 0.7385, -3.6552], [3.1955, 0.7603, -3.4039], [4.0315, -1.3335, -4.4399], [3.3499, -3.5148, -3.5084], [1.7793, -3.6475, -1.6386], [-0.7955, -3.3575, -0.2317], [-2.6969, -3.2373, 0.7021], [-3.6982, -2.3219, 0.3993], [-4.9373, -2.3975, 1.0192], [-5.2071, -3.3970, 1.9413], [-4.2222, -4.3251, 2.2437], [-2.9773, -4.2402, 1.6357], [-3.5288, -1.5474, -0.3332], [-5.6981, -1.6687, 0.7666], [-6.1782, -3.4554, 2.4165], [-4.4157, -5.1145, 2.9597], [-2.2127, -4.9622, 1.8955]],
  "forces_ev_per_angstrom": [[-0.3953, -0.2245, 0.3865], [-0.0509, -0.0428, 0.0851], [0.3506, -0.2691, 0.0635], [-0.2057, 0.2538, -0.0226], [-0.0509, 0.0875, 0.1235], [0.2161, -0.0519, -0.1432], [-0.0471, 0.1180, 0.0624], [-0.0985, -0.0343, 0.0634], [-0.2667, 0.1913, -0.2315], [0.1073, -0.1292, 0.0704], [-0.0007, 0.0173, -0.1599], [-0.0402, -0.0496, 0.1327], [-0.0681, -0.0673, -0.1215], [0.3980, 0.0390, -0.0325], [0.0135, -0.0044, -0.0331], [-0.0082, 0.0038, -0.0340], [0.0140, 0.0087, -0.0337], [-0.0315, -0.0952, -0.0148], [-0.0460, -0.0453, 0.0062], [0.0173, 0.0002, -0.0232], [0.0121, -0.0025, 0.0081], [-0.0018, -0.0013, -0.0124], [-0.0022, 0.0118, 0.0053], [0.0136, 0.0438, 0.0229], [0.0358, 0.0263, -0.0040], [-0.0034, 0.0116, -0.0179], [-0.0022, -0.0147, 0.0391], [-0.0467, 0.1504, -0.0483], [0.0038, -0.0364, 0.0057], [0.0357, 0.0041, 0.0417], [0.2148, -0.2461, -0.2146], [-0.0293, 0.0948, 0.0620], [-0.0167, -0.0032, 0.0170], [-0.0142, 0.0166, -0.0030], [-0.0276, 0.0351, -0.0123], [-0.0096, -0.0275, -0.0208], [0.0429, 0.0030, 0.0178], [0.1168, 0.0867, -0.0763], [0.0712, 0.0231, -0.0344], [-0.0205, 0.0404, 0.0018], [0.0256, -0.0582, -0.0201], [-0.1138, -0.0820, -0.1144], [-0.1026, 0.3181, 0.2285], [0.0005, -0.0031, 0.0042], [0.0082, 0.0016, 0.0076], [-0.0040, 0.0016, -0.0091], [-0.0092, 0.0007, -0.0122], [0.0049, 0.0020, -0.0011], [0.0152, -0.0216, 0.0037], [-0.0045, 0.0022, -0.0051], [0.0062, 0.0030, -0.0029], [-0.0060, 0.0092, -0.0027], [0.0139, -0.0103, 0.0037], [0.0215, -0.0018, -0.0254], [0.0097, 0.0160, 0.0033], [-0.0017, -0.0032, -0.0030], [0.0014, -0.0022, -0.0131], [-0.2147, 0.0804, -0.2487], [0.2237, -0.3715, 0.3359], [0.0188, 0.0188, -0.1019], [-0.0491, 0.0547, -0.0039], [-0.0424, 0.0072, 0.0184], [0.0423, -0.0070, 0.0372], [-0.0568, 0.1003, 0.0966], [0.0432, 0.0245, -0.0647], [-0.0088, -0.0042, 0.0103], [-0.0015, 0.0023, -0.0036], [-0.0157, -0.0038, -0.0048], [0.0163, 0.0041, -0.0339]],
  "lowdin_spin": [3.34, 0.03, 0.17, 0.17, 0.01, 0.03, 0.02, 0.06, 0.07, 0.05, 0.03, 0.09, 0.01, 0.14, 0.01, 0.00, 0.01, 0.00, 0.00, 0.00, 0.00, 0.00, 0.01, 0.00, 0.00, 0.00, 0.00, 0.01, 0.00, 0.00, 0.04, 0.01, 0.00, 0.00, 0.00, 0.00, 0.00, 0.00, 0.00, 0.01, 0.00, 0.01, -0.06, 0.00, 0.00, 0.00, 0.00, 0.00, 0.00, 0.00, 0.00, 0.00, 0.00, 0.00, 0.00, 0.00, 0.00, -0.21, -0.01, -0.01, 0.00, -0.01, 0.00, -0.01, 0.00, 0.00, 0.00, 0.00, 0.00],
  "spin_multiplicity": 5,
  "s2": 6.323,
  "orbital_gap_ev": [4.466, 7.079],
  "total_energy_ha": -3727.064447,
  "e_homo_ev": [-5.3806, -7.1489],
  "de_lowest_kj_mol": 0.0
}

[2]
{
  "formula": "C32H29N3O6SScSe",
  "method": "wB97M-V/def2-TZVPD",
  "elements": ["Sc", "C", "C", "C", "C", "C", "C", "C", "C", "C", "C", "H", "H", "H", "H", "H", "H", "H", "H", "H", "H", "H", "H", "H", "H", "O", "S", "O", "N", "C", "C", "C", "C", "C", "C", "C", "C", "N", "C", "C", "C", "C", "C", "C", "C", "H", "H", "H", "H", "H", "H", "H", "H", "H", "H", "H", "N", "C", "C", "C", "C", "C", "C", "C", "H", "H", "H", "H", "O", "Se", "O", "O", "O"],
  "positions_angstrom": [[-0.3165, 0.4699, -0.1731], [-5.5212, -0.4111, 0.4675], [-4.4513, 0.1444, 1.4077], [-5.0711, 0.4309, 2.7811], [-3.2335, -0.7560, 1.5149], [-2.3092, -0.5758, 2.5445], [-1.2184, -1.4186, 2.7022], [-1.0246, -2.5062, 1.8561], [0.0191, -3.5427, 2.1544], [-1.8932, -2.6419, 0.7759], [-2.9730, -1.7825, 0.6064], [-6.3851, 0.2547, 0.4584], [-5.8558, -1.3984, 0.7973], [-5.1541, -0.4862, -0.5562], [-4.0933, 1.0894, 0.9896], [-5.2853, -0.5009, 3.3104], [-6.0070, 0.9787, 2.6599], [-4.4171, 1.0397, 3.4049], [-2.4682, 0.2026, 3.2773], [-0.5517, -1.2743, 3.5442], [0.9292, -3.3652, 1.5924], [-0.3413, -4.5365, 1.8849], [0.2746, -3.5395, 3.2147], [-1.7530, -3.4662, 0.0862], [-3.6496, -1.9641, -0.2182], [0.6927, -1.9215, -1.0908], [1.9585, -1.5806, -0.4631], [2.6682, -2.6418, 0.2137], [1.5521, -0.3693, 0.4734], [2.4233, 0.3101, 1.3087], [3.8001, 0.2204, 1.3183], [4.5601, 1.0246, 2.1843], [3.9675, 1.9076, 3.0421], [2.5596, 2.0101, 3.0822], [1.8594, 2.8907, 3.9367], [0.4979, 2.9235, 3.8979], [-0.1835, 2.0702, 3.0106], [0.4219, 1.2293, 2.2103], [1.7827, 1.2014, 2.2253], [3.0653, -1.0038, -1.7396], [2.8278, 0.2075, -2.3690], [3.6747, 0.6096, -3.3891], [4.7475, -0.1896, -3.7593], [4.9835, -1.3953, -3.1125], [4.1394, -1.8062, -2.0924], [4.2911, -0.4687, 0.6453], [5.6396, 0.9403, 2.1560], [4.5649, 2.5387, 3.6893], [2.4172, 3.5368, 4.6048], [-0.0739, 3.6013, 4.5160], [-1.2634, 2.1003, 2.9522], [1.9971, 0.8266, -2.0562], [3.5001, 1.5508, -3.8937], [5.4097, 0.1305, -4.5542], [5.8260, -2.0127, -3.3966], [4.2910, -2.7337, -1.5566], [-0.8421, -0.5664, -7.7674], [-0.8680, -0.3881, -6.6296], [-0.8947, -0.1777, -5.2186], [-1.4351, -1.1436, -4.3678], [-1.4122, -0.9545, -2.9984], [-0.8566, 0.1822, -2.3849], [-0.3650, 1.1524, -3.2819], [-0.3722, 0.9871, -4.6578], [-1.8526, -2.0491, -4.7934], [-1.8272, -1.7436, -2.3778], [0.0201, 2.0902, -2.8964], [0.0274, 1.7576, -5.3075], [-1.6893, 3.6833, -1.3852], [-1.0554, 3.0273, -0.0800], [0.4385, 2.3459, -0.4213], [-1.8581, 1.6078, 0.3336], [-1.0053, 4.0378, 1.1572]],
  "forces_ev_per_angstrom": [[0.0609, -1.6781, -0.1946], [0.1133, 0.0700, 0.0274], [-0.0675, 0.0115, -0.0574], [0.0620, -0.0023, -0.0873], [0.0718, -0.0162, 0.0614], [-0.0897, -0.1424, 0.0095], [-0.2531, -0.1721, 0.0703], [-0.1386, -0.0317, 0.0515], [0.0331, 0.0336, -0.0621], [0.0182, -0.0217, 0.1078], [-0.0368, -0.0139, 0.0200], [-0.0033, 0.0017, -0.0133], [-0.0117, -0.0133, -0.0354], [-0.0385, -0.0285, -0.0054], [-0.0339, 0.0213, 0.0057], [-0.0130, 0.0071, 0.0170], [0.0056, 0.0186, 0.0066], [-0.0136, -0.0315, 0.0351], [0.0461, 0.0833, -0.0550], [0.0384, 0.0347, -0.0235], [0.2026, 0.0211, -0.1006], [-0.0065, -0.0010, 0.0344], [-0.0194, -0.0155, -0.0035], [0.0215, 0.0351, -0.0321], [0.0430, 0.0497, -0.0215], [-0.0075, 0.1463, 0.0482], [0.1515, -0.5370, 0.0845], [0.0363, 0.2064, -0.0333], [0.4891, -0.0395, -0.2061], [0.3439, 0.0628, 0.2871], [-0.3707, -0.0940, -0.1296], [0.0671, 0.0715, 0.1022], [0.1575, 0.0152, 0.0176], [-0.1833, -0.1977, -0.1488], [-0.0884, 0.0265, 0.0233], [0.0813, 0.0488, 0.1403], [-0.0364, -0.2121, -0.0899], [0.1020, 0.2381, -0.0423], [0.2373, -0.0284, 0.0298], [-0.1359, -0.0103, 0.2113], [-0.0100, -0.0448, 0.0855], [0.0091, 0.0712, -0.0166], [0.0433, -0.0337, -0.0224], [-0.0168, 0.0275, 0.0273], [-0.0403, -0.0494, 0.0284], [0.0708, 0.0166, 0.0261], [-0.0036, 0.0125, 0.0078], [-0.0209, -0.0111, 0.0150], [0.0005, 0.0091, -0.0058], [0.0178, 0.0144, -0.0022], [-0.0121, 0.0183, -0.0350], [0.0269, 0.0759, -0.0822], [-0.0241, -0.0006, 0.0160], [-0.0194, 0.0119, -0.0053], [-0.0044, 0.0021, -0.0153], [0.0493, 0.0015, -0.0506], [-0.0046, 0.0182, 0.0571], [-0.0153, -0.0459, -0.3453], [0.0259, 0.0971, 0.5299], [-0.0706, -0.1108, -0.1488], [0.0201, 0.0880, 0.2506], [0.2148, 0.2225, -0.1785], [-0.2147, -0.0330, 0.0957], [0.0089, -0.0052, -0.1795], [-0.0082, 0.0113, 0.0095], [0.0556, -0.0522, -0.0050], [0.0447, -0.0115, 0.0111], [-0.0007, -0.0074, 0.0089], [-0.1716, 0.0123, -0.5618], [-0.8369, 2.1884, -0.3568], [0.2517, -0.4909, -0.1451], [-0.4341, 0.0583, 0.2979], [0.2343, 0.0233, 0.6403]],
  "lowdin_charge": [0.95, -0.08, -0.37, -0.07, -0.21, -0.06, -0.05, -0.28, -0.03, -0.05, -0.04, 0.07, 0.09, 0.08, 0.13, 0.09, 0.07, 0.07, 0.10, 0.12, 0.05, 0.08, 0.08, 0.12, 0.10, -0.32, 0.60, -0.30, -0.21, -0.24, -0.01, -0.08, -0.05, -0.15, -0.01, -0.03, -0.14, 0.08, -0.15, -0.26, -0.04, -0.06, -0.08, -0.08, -0.06, 0.10, 0.10, 0.10, 0.11, 0.11, 0.10, 0.09, 0.11, 0.10, 0.10, 0.11, 0.12, -0.21, -0.26, -0.05, -0.13, -0.17, -0.14, -0.04, 0.11, 0.08, 0.08, 0.11, -0.42, 0.79, -0.46, -0.48, -0.42],
  "orbital_gap_ev": 8.236,
  "total_energy_ha": -5413.020292,
  "e_homo_ev": -5.9253,
  "de_lowest_kj_mol": 113.6,
  "charge": -1
}